No. 1
The following is a quantum chemistry calculation of a molecular structure, C9H21ClIO2P2W, from OMol25.

XYZ file:
```
37
C9H21ClIO2P2W (wB97M-V/def2-TZVPD)
C -0.45 -1.85 -1.17
C 0.48 -2.79 -0.42
H -0.74 -2.40 -2.08
H 0.03 -0.91 -1.45
H -1.36 -1.65 -0.59
O 0.54 -4.00 -0.77
I 1.79 -2.57 1.11
W -0.39 2.08 0.31
P -1.69 0.47 1.23
C -1.22 -1.06 2.08
C -1.80 1.63 2.66
H -2.41 1.07 3.38
H -4.02 -0.17 1.56
H -2.30 2.59 2.46
H -3.87 1.04 0.25
H -0.35 -0.87 2.71
H -0.81 1.78 3.10
C -3.41 0.16 0.70
H -2.05 -1.45 2.67
H -3.38 -0.65 -0.04
H -0.92 -1.81 1.34
P 1.15 1.40 -1.18
C 2.40 0.08 -1.05
C 0.88 1.52 -2.99
H 1.68 3.84 -0.93
H 3.05 2.79 -1.32
H 2.44 2.81 0.34
C 2.14 2.87 -0.71
H 0.19 2.33 -3.25
H 1.85 1.69 -3.51
H 3.16 0.19 -1.84
H 1.93 -0.90 -1.14
H 0.45 0.57 -3.33
H 2.86 0.13 -0.06
Cl -1.51 3.88 -0.33
O 2.94 -6.47 1.06
C 2.70 -5.37 1.18
```

The largest force on an atom comes out at 0.1308 Eh/bohr. Its expectation value of S² is 2.239. The LUMO energy (spin up / spin down) is -0.459 / -0.519 Ha. As for the charge: +3. The HOMO energy (spin up / spin down) is -19.10 / -18.63 eV. As for the multiplicity: 3. Its total energy is -2012.3832 Ha.

Atom charges from the natural (NBO) analysis, given in e for atoms 1 to 4:
1. C -0.724
2. C 0.313
3. H 0.321
4. H 0.226

No. 2
The following is a quantum chemistry calculation of a molecular structure, C37H27F15N6O2Ti, from OMol25.

XYZ file:
```
88
C37H27F15N6O2Ti (wB97M-V/def2-TZVPD)
Ti -0.02 0.49 0.53
C 1.13 -0.22 4.44
N 0.28 -0.74 3.38
C 0.57 -2.14 3.07
C 1.17 -2.24 1.67
N 0.37 -1.63 0.60
C -0.22 -2.60 -0.23
C 0.22 -2.80 -1.54
F 1.30 -2.12 -2.01
C -0.34 -3.69 -2.44
F 0.14 -3.78 -3.69
C -1.37 -4.50 -2.04
F -1.94 -5.37 -2.88
C -1.80 -4.41 -0.73
F -2.79 -5.20 -0.30
C -1.23 -3.50 0.14
F -1.70 -3.53 1.40
C -1.12 -0.47 3.67
C -2.07 -0.75 2.53
N -1.87 0.08 1.33
C -3.06 0.32 0.65
C -3.13 1.42 -0.19
F -1.99 2.12 -0.33
C -4.23 1.79 -0.94
F -4.18 2.87 -1.72
C -5.37 1.00 -0.88
F -6.45 1.32 -1.60
C -5.35 -0.13 -0.09
F -6.42 -0.92 -0.04
C -4.22 -0.47 0.65
F -4.28 -1.65 1.30
H 0.99 -0.77 5.38
H 2.18 -0.29 4.14
H 0.90 0.83 4.61
H 1.32 -2.53 3.76
H -0.31 -2.76 3.18
H 2.15 -1.75 1.71
H 1.37 -3.29 1.44
H -1.47 -1.08 4.53
H -1.20 0.57 3.98
H -2.05 -1.80 2.28
H -3.07 -0.54 2.93
C 4.32 -0.42 0.04
C 4.88 0.20 1.15
C 4.08 0.95 1.98
C 2.73 1.07 1.70
N 2.18 0.40 0.67
C 2.96 -0.32 -0.14
C 1.78 1.90 2.45
C 2.20 2.89 3.33
C 1.27 3.67 3.98
C -0.08 3.49 3.72
C -0.49 2.54 2.79
C 0.43 1.73 2.14
H 4.91 -0.99 -0.66
H 5.94 0.11 1.35
H 4.49 1.44 2.85
H 2.47 -0.83 -0.95
H 3.26 3.05 3.51
H 1.59 4.44 4.68
H -0.82 4.11 4.22
H -1.55 2.45 2.56
F -0.04 3.57 0.26
C 0.61 2.62 -0.51
F 1.97 2.88 -0.33
C 0.40 3.24 -1.95
F -0.80 2.97 -2.48
F 1.33 2.79 -2.83
F 0.53 4.56 -1.93
O 3.70 0.61 -3.50
C 2.89 -0.18 -4.36
N 2.03 0.59 -5.22
C 0.68 0.75 -5.17
O 0.09 1.33 -6.06
C -0.14 0.15 -4.05
C -1.36 -0.41 -4.39
C -2.21 -0.84 -3.39
C -1.83 -0.64 -2.07
N -0.69 -0.04 -1.72
C 0.16 0.29 -2.71
H 3.17 1.34 -3.15
H 2.28 -0.89 -3.82
H 3.60 -0.73 -4.98
H 2.46 1.09 -5.99
H -1.64 -0.48 -5.43
H -3.16 -1.31 -3.61
H -2.47 -0.98 -1.27
H 1.09 0.73 -2.39
```

The largest force on an atom comes out at 0.0370 Eh/bohr. The LUMO energy is -0.030 Ha. As for the charge: 0. The HOMO energy is -7.99 eV. As for the multiplicity: 1. Its total energy is -4252.5894 Ha.

Atom charges from the Löwdin analysis, given in e for atoms 1 to 4:
1. Ti 1.181
2. C -0.067
3. N -0.202
4. C -0.168

Question: The lowest charge belongs to which entry?
Answer: C37H27F15N6O2Ti

Question: Among the records above, which one has the highest largest force on an atom?
Answer: C9H21ClIO2P2W

Question: The lowest largest force on an atom belongs to which entry?
Answer: C37H27F15N6O2Ti

Question: What is the largest force on an atom in the second record?
Answer: 0.0370 Eh/bohr